1.
Below is C3H12N2O2 as an isolated structure, with properties calculated with ωB97M-V with the def2-TZVPD basis set.

Output
Energy ... -381.21870 a.u.
Relative energy (zero: lowest compared OMol25 entry of this formula, charge and spin) ... 8.060 eV

The geometry in XYZ format:
```
19
Properties=species:S:1:pos:R:3:mulliken_charge:R:1
C -1.75 -0.87 1.03 -1.08
C -0.41 -0.34 0.60 0.70
C -0.51 0.61 -0.37 -0.48
N 0.67 1.25 -0.78 -0.21
N 0.74 -0.76 1.24 -0.28
H -1.91 -1.98 0.91 0.34
H -2.12 -0.63 2.07 0.31
H -2.46 -0.62 0.19 0.30
H -1.48 0.68 -0.83 0.76
H 1.63 0.82 -0.51 0.30
H 0.62 2.29 -0.75 0.30
H 1.68 -0.71 0.71 0.28
H 0.59 -1.69 1.70 0.36
H -3.91 0.88 -1.04 0.15
H 5.75 0.08 -1.09 -0.16
O -3.09 0.44 -0.94 -0.91
H 6.23 0.55 -1.50 0.15
H 3.21 -1.01 -0.79 0.23
O 2.88 -0.25 -0.30 -1.07
```

***

2.
Below is C3H11AlP as an isolated structure, with properties calculated with ωB97M-V with the def2-TZVPD basis set.

Output
Energy ... -704.69428 a.u.
Charge ... -1

The geometry in XYZ format:
```
16
Properties=species:S:1:pos:R:3:mulliken_charge:R:1
C 0.81 1.52 0.42 -0.97
C 0.18 1.14 -0.93 -0.71
P -0.71 -0.50 -1.04 -0.14
C -1.91 -0.26 0.35 -1.10
Al 0.94 -2.03 -0.16 0.05
H 0.68 0.73 1.16 0.23
H 1.88 1.69 0.33 0.29
H 0.36 2.43 0.83 0.28
H 0.96 1.06 -1.69 0.36
H -0.52 1.92 -1.24 0.42
H -1.45 0.03 1.30 0.31
H -2.42 -1.21 0.51 0.33
H -2.65 0.50 0.08 0.30
H 1.12 -3.22 -1.24 -0.22
H 0.37 -2.57 1.27 -0.22
H 2.35 -1.22 0.05 -0.22
```

***

3.
Below is a 2-piece molecular cluster, C17H31N5O7 overall, with properties calculated with ωB97M-V with the def2-TZVPD basis set.

Output
SMILES ... CCOC(=O)N1CCC[C@H](C(=O)NOC)C1.CNC(=O)[C@H](CC(N)=O)NC(C)=O
Energy ... -1466.86579 a.u.

The geometry in XYZ format:
```
60
Properties=species:S:1:pos:R:3:mulliken_charge:R:1
O -0.59 3.72 -0.65 -0.67
O -0.30 1.26 4.00 -0.69
O 2.36 -1.14 -3.51 -0.65
O -3.55 -2.14 5.09 -0.65
O -0.47 -1.98 0.65 -0.65
O 3.82 -0.04 -5.68 -0.29
O 1.63 3.50 -1.16 -0.36
C 0.37 3.03 -0.97 0.65
C -0.53 0.06 4.09 0.87
C 1.99 -0.08 -4.01 0.02
C -3.54 -1.57 4.02 0.27
C -0.65 -2.66 1.65 0.03
N -4.13 -0.41 3.88 -0.32
N 2.58 0.41 -5.16 -0.12
N -0.33 -3.96 1.63 -0.12
N 0.16 1.67 -1.21 0.35
N -0.92 -0.62 3.01 0.09
C 3.79 -1.38 -6.19 -0.52
C -0.35 -0.64 5.42 -1.18
C -0.50 -4.94 2.71 -0.83
C 2.13 4.99 0.70 -1.12
C 1.88 4.87 -0.80 -0.28
C -1.19 1.09 -1.29 -0.49
C 1.20 0.84 -1.81 -1.49
C -1.57 0.94 -2.77 -0.78
C -0.50 0.14 -3.54 -0.94
C 0.90 0.74 -3.31 1.19
C -2.83 -2.16 2.82 -0.50
C -1.30 -2.04 2.90 0.13
H -4.56 -0.03 4.71 0.25
H -4.07 0.11 3.02 0.21
H 2.27 1.34 -5.44 0.22
H 0.07 -4.28 0.76 0.35
H -0.89 -0.10 2.15 -0.01
H 4.57 -1.51 -6.94 0.28
H 2.82 -1.59 -6.66 0.27
H 3.95 -2.10 -5.39 0.21
H -1.30 -1.05 5.76 0.33
H 0.39 -1.42 5.33 0.30
H -0.01 0.10 6.15 0.30
H 0.11 -4.66 3.57 0.29
H -0.19 -5.92 2.36 0.33
H -1.55 -5.00 3.01 0.24
H 1.24 4.69 1.26 0.32
H 2.37 6.02 0.96 0.39
H 2.96 4.35 1.00 0.28
H 1.05 5.52 -1.10 0.32
H 2.77 5.22 -1.34 0.33
H -1.19 0.11 -0.80 0.02
H -1.94 1.70 -0.77 0.47
H 2.20 1.23 -1.64 0.59
H 1.17 -0.16 -1.35 0.15
H -2.54 0.44 -2.85 0.43
H -1.67 1.94 -3.21 0.35
H -0.51 -0.90 -3.19 0.35
H -0.74 0.14 -4.61 0.38
H 0.92 1.76 -3.73 0.14
H -3.18 -1.67 1.91 0.30
H -3.11 -3.21 2.76 0.23
H -0.95 -2.58 3.78 0.40
```

***

no.,gap between HOMO and LUMO (Eh)
1,0.1705
2,0.2676
3,0.3420